(1)
{"formula": "C5H10N2S", "method": "ωB97M-V/def2-TZVPD", "e_tot_ha": -704.1581, "smiles": "CC/C=C/N(N)C=S", "gap_ev": 8.744, "charge": 0, "homo_ev": -8.2775, "fmax_ev_per_a": 1.7, "species": ["C", "C", "C", "C", "C", "H", "H", "H", "H", "H", "H", "H", "H", "H", "H", "N", "N", "S"], "coordinates": [[-2.8968, -1.4106, 0.0005], [-2.9438, 0.1173, 0.0003], [-1.6110, 0.8054, -0.0048], [-0.4321, 0.1730, -0.0057], [2.0005, 0.1625, 0.0069], [-2.3638, -1.7603, 0.8956], [-2.3782, -1.8001, -0.8770], [-3.9300, -1.8328, 0.0055], [-3.4820, 0.4726, 0.8972], [-3.5201, 0.4673, -0.8734], [-1.5988, 1.8903, -0.0104], [-0.3468, -0.8717, 0.0026], [1.2971, 2.5738, -0.8252], [1.2951, 2.5582, 0.8384], [2.8409, 0.8832, 0.0004], [0.8152, 0.8355, -0.0024], [0.8054, 2.2358, 0.0002], [2.2589, -1.4479, -0.0013]], "forces_ev_per_angstrom": [[-0.5, -0.1, 0.3], [-0.2, 0.0, 0.0], [0.7, -0.2, -0.1], [-0.7, 1.5, 0.0], [-0.1, 0.7, -0.1], [-0.2, -0.1, -0.2], [0.0, 0.0, 0.0], [0.8, 0.3, 0.0], [0.0, -0.1, -0.3], [0.1, 0.0, 0.3], [-0.1, -0.1, 0.0], [0.2, -1.2, 0.0], [-0.1, 0.0, 0.2], [-0.2, 0.0, -0.4], [-0.4, -0.4, 0.0], [0.4, -0.8, 0.0], [0.4, 0.3, 0.2], [0.0, 0.0, 0.0]]}

***

(2)
{"formula": "C5H10N2S", "method": "ωB97M-V/def2-TZVPD", "e_tot_ha": -704.1929, "smiles": "[H]/N=C1/C[C@H](C)CSN1", "gap_ev": 9.299, "charge": 0, "homo_ev": -8.4750, "fmax_ev_per_a": 2.5, "species": ["C", "C", "C", "C", "C", "H", "H", "H", "H", "H", "H", "H", "H", "H", "H", "N", "N", "S"], "coordinates": [[2.4514, -0.3430, -0.4592], [1.2165, -0.6824, 0.3731], [0.1912, -1.4381, -0.4474], [-0.3065, 1.3427, 0.0712], [0.6735, 0.6330, 1.0116], [2.8510, -1.2537, -0.9423], [2.1903, 0.4769, -1.1780], [3.2686, -0.1095, 0.1878], [1.5843, -1.3762, 1.2104], [0.3891, -2.5224, -0.5181], [0.2176, -1.1102, -1.5216], [-2.0429, 0.7827, -0.9077], [-0.8851, 2.9217, -0.8745], [1.5560, 1.2895, 1.1080], [0.1918, 0.4291, 1.9918], [-1.4771, 0.5259, -0.1087], [-0.0810, 2.5419, -0.3685], [-1.4856, -1.1297, 0.0931]], "forces_ev_per_angstrom": [[-0.5, -0.6, -0.8], [0.9, -0.7, 1.5], [0.0, -0.2, -1.8], [-0.3, 0.0, 0.8], [0.4, 0.1, -0.7], [-0.5, 0.4, -0.4], [0.6, -0.8, 0.5], [0.4, 0.9, 0.5], [-0.7, 1.0, -0.9], [-0.2, 0.4, 0.4], [0.1, 0.0, 0.8], [0.1, 0.3, 0.0], [0.1, -0.2, -0.1], [-0.6, -0.1, 0.4], [0.2, 0.3, -0.7], [0.4, 2.2, -0.9], [-0.7, -1.8, 0.6], [0.1, -1.1, 0.9]]}

***

(3)
{"formula": "C5H10N2S", "method": "ωB97M-V/def2-TZVPD", "e_tot_ha": -704.1434, "smiles": "C/C(=N/S)N1C[C@@H]1C", "gap_ev": 9.578, "charge": 0, "homo_ev": -8.7552, "fmax_ev_per_a": 1.3, "species": ["C", "C", "C", "C", "C", "H", "H", "H", "H", "H", "H", "H", "H", "H", "H", "N", "N", "S"], "coordinates": [[-1.6622, -0.6324, -2.3864], [-1.0551, 0.0154, -1.1609], [-1.7114, -0.0723, 0.1635], [0.7444, -0.7063, 0.4525], [1.4952, -2.0030, 0.5350], [-0.8453, -0.9478, -3.1049], [-2.2052, -1.5416, -2.0878], [-2.3628, 0.0709, -2.8977], [-0.4842, 0.9150, -1.3113], [-1.5882, 0.7526, 0.8378], [-2.6392, -0.6306, 0.2918], [2.4967, -1.8621, 0.9838], [0.9249, -2.7349, 1.1628], [1.5928, -2.4391, -0.4605], [1.7934, 2.4774, 1.4299], [-0.5409, -0.9088, -0.1504], [1.3385, 0.3215, 0.9022], [0.6793, 1.9027, 0.8919]], "forces_ev_per_angstrom": [[0.5, 0.0, -0.7], [-0.5, -0.3, -0.1], [0.0, -0.3, -0.1], [0.0, -0.1, 0.0], [0.2, -0.6, 0.8], [-1.0, 0.4, 0.7], [0.1, 0.3, -0.1], [0.6, -0.5, 0.3], [0.2, 0.2, -0.2], [0.0, 0.2, 0.2], [0.2, 0.1, -0.1], [-0.6, 0.0, -0.3], [0.4, 0.6, -0.6], [0.0, 0.0, 0.0], [-0.5, -0.3, -0.3], [0.1, 0.0, 0.2], [-0.3, 0.4, -0.1], [0.6, 0.0, 0.2]]}

***

(4)
{"formula": "C5H10N3", "method": "ωB97M-V/def2-TZVPD", "e_tot_ha": -360.4540, "smiles": "[NH3+]CCc1cnc[nH]1", "gap_ev": 7.782, "charge": 1, "homo_ev": -11.9442, "fmax_ev_per_a": 4.9, "species": ["C", "C", "C", "C", "N", "C", "N", "N", "H", "H", "H", "H", "H", "H", "H", "H", "H", "H"], "coordinates": [[0.7435, -1.5035, -0.5493], [-0.6428, -0.9743, -0.3580], [-0.7631, 0.2781, 0.4229], [-1.9351, 1.0034, 0.7391], [-1.7326, 2.0213, 1.5841], [-0.4322, 2.1518, 1.8248], [0.1969, 1.0887, 1.1336], [1.6016, -0.7055, -1.5446], [0.7966, -2.6857, -0.6194], [1.2765, -1.5694, 0.4329], [-1.0620, -0.6231, -1.4402], [-1.5190, -1.7440, -0.2438], [-2.9765, 0.6861, 0.5202], [0.0698, 3.0470, 2.0972], [1.0885, 0.9379, 1.3366], [1.6617, 0.2898, -1.0807], [2.5629, -1.0742, -1.7554], [1.0655, -0.6244, -2.4997]], "forces_ev_per_angstrom": [[1.2, -3.9, 2.0], [-2.6, 0.6, -3.7], [-1.0, 3.4, 2.9], [-0.1, -2.3, -0.1], [0.8, 1.7, 0.5], [-2.0, -3.1, -3.1], [-4.4, 0.8, -1.0], [-1.2, 1.4, -0.5], [-0.3, 2.4, -1.4], [0.0, 1.2, -0.6], [1.2, -0.8, 1.8], [2.1, 1.0, 0.8], [1.0, 0.3, -0.1], [0.4, 0.2, 0.8], [4.7, -1.3, 0.7], [0.1, -2.0, -1.5], [-1.1, 0.3, 0.5], [1.2, 0.0, 2.2]]}

***

(5)
{"formula": "C5H10N3O", "method": "ωB97M-V/def2-TZVPD", "e_tot_ha": -435.5881, "gap_ev": [7.670, 6.717], "charge": 1, "homo_ev": [-12.0635, -11.5272], "fmax_ev_per_a": 4.1, "species": ["C", "C", "C", "C", "C", "N", "N", "N", "O", "H", "H", "H", "H", "H", "H", "H", "H", "H", "H"], "coordinates": [[0.1295, 1.7701, -1.2880], [-0.8458, -0.5733, -0.6064], [-1.1341, 0.8766, -1.0113], [1.8537, 0.1803, -0.7822], [-0.0479, -0.8343, 0.5481], [1.2814, 1.3277, -1.1261], [-1.2006, -1.5636, -1.3041], [-0.2422, 0.0013, 1.7555], [0.4748, -2.1268, 0.7858], [-0.0839, 2.7991, -1.5924], [-1.5986, 1.4629, -0.1920], [-1.6388, 0.9026, -1.8951], [2.7420, 0.3510, -0.2168], [1.8595, -0.6160, -1.6017], [-1.0315, -2.4889, -0.9330], [-1.2867, -0.2153, 2.2163], [-0.1228, 1.1039, 1.5528], [0.3197, -0.4532, 2.5811], [1.0378, -2.3229, -0.0186]], "forces_ev_per_angstrom": [[-1.3, -1.4, 0.4], [-0.3, -0.1, 0.4], [2.8, 0.6, 3.0], [-1.5, -1.2, -1.1], [3.2, 0.3, -0.5], [0.8, 1.4, -0.5], [-1.1, 0.4, -1.9], [-2.0, -0.8, 2.6], [-0.4, 1.5, -0.6], [0.3, -0.3, -0.2], [-0.6, -0.5, -0.6], [-2.0, 0.0, -2.2], [0.4, -0.6, 0.8], [0.1, 1.0, 1.3], [0.3, 0.1, 0.3], [2.7, 1.2, -1.6], [-0.1, -3.2, 1.0], [-0.3, 1.7, -1.9], [-0.8, 0.2, 1.4]]}

***

(6)
{"formula": "C5H10N3O2", "method": "ωB97M-V/def2-TZVPD", "e_tot_ha": -510.9558, "gap_ev": 10.147, "charge": 1, "homo_ev": -13.2745, "fmax_ev_per_a": 5.4, "species": ["C", "C", "C", "C", "C", "N", "N", "N", "O", "O", "H", "H", "H", "H", "H", "H", "H", "H", "H", "H"], "coordinates": [[1.1179, 0.2285, -1.8348], [0.2808, -0.4116, -2.6422], [0.5516, 0.4024, 1.6978], [-1.3180, -0.2526, 0.3625], [-0.6820, -0.8534, -3.3134], [1.7271, 0.9111, 1.6925], [-0.0308, 0.1174, 0.5556], [-0.0367, 0.0774, 2.8451], [-2.1488, -0.3452, 1.5359], [-1.7555, -0.6209, -0.6762], [2.0591, -0.2080, -1.6518], [-1.4292, -1.6591, -3.0963], [-0.8161, -0.5252, -4.3233], [2.3076, 0.6853, 0.8449], [2.3424, 1.1432, 2.4384], [0.5903, 0.1909, -0.4285], [0.3125, 0.3353, 3.7094], [-1.0098, 0.0223, 2.7736], [-3.1570, -0.5975, 1.3016], [1.0946, 1.3599, -1.7907]], "forces_ev_per_angstrom": [[0.3, 1.5, -1.3], [1.0, 1.3, 1.9], [-1.8, -1.2, 2.7], [-3.2, -1.9, 1.5], [-2.5, -2.1, -1.8], [4.4, 0.4, -3.1], [0.7, 0.5, -1.3], [0.4, 0.3, -1.4], [-1.5, 0.0, -1.8], [0.0, 0.3, -0.7], [1.4, -0.4, -0.2], [0.7, 1.2, 0.6], [0.5, 0.1, -0.8], [-1.0, 0.8, 1.1], [-0.3, -0.1, 1.1], [-1.6, -0.3, 1.1], [1.1, 0.6, 1.7], [-1.8, -0.5, 0.3], [3.6, 0.8, 0.2], [-0.4, -1.3, 0.2]]}